1.
49
Properties=species:S:1:pos:R:3:forces:R:3:lowdin_spin:R:1 method="wB97M-V/def2-TZVPD" gap_ev="9.6 / 9.5" spin_multiplicity=2 max_force_ev_per_a=7.6 charge=0 lumo_ev="0.2 / -0.6" molar_mass_g_mol=394.407 e_homo_ev="-9.34 / -10.18"
C -1.02838 -2.31105 1.83069 -1.092 0.756 -0.685 0.02
C -0.70683 -1.91521 0.28725 0.764 -2.804 -0.370 0.03
C 0.31413 -3.07208 -0.22245 -0.005 -0.006 0.652 0.00
C -1.97257 -2.01038 -0.67577 0.235 -0.520 -0.219 0.00
C -2.93089 -0.72332 -0.63357 2.436 0.674 0.101 0.00
F -2.93830 -0.15079 -1.93676 -0.533 -0.716 1.798 0.00
S -4.63591 -1.36763 -0.23880 -1.894 -6.856 -2.700 0.00
O -5.14054 -2.03001 -1.50392 1.401 3.018 2.658 0.00
O -4.66102 -2.41155 0.83448 0.876 3.652 -1.099 0.00
C -5.87957 -0.04494 0.19281 -3.350 2.288 1.391 0.00
F -6.96750 0.01594 -0.70163 2.962 -0.440 1.959 0.00
F -5.36656 1.25094 0.27706 -0.674 -2.700 -0.133 0.00
F -6.42354 -0.40033 1.45099 1.392 0.991 -2.866 0.00
C -2.37396 0.36174 0.39310 -1.064 0.353 -0.187 0.00
C -0.79695 0.57636 0.38996 0.031 3.027 -0.386 0.03
C -0.41053 1.32444 1.77684 0.102 0.118 -0.631 0.01
C -0.40074 1.64629 -0.76529 0.276 0.110 0.366 0.01
N 0.03139 -0.63385 0.13437 -0.425 -0.349 2.934 0.35
O 1.12247 -0.63195 0.85906 -0.600 0.018 -1.498 0.54
H -0.63627 -1.52416 2.55596 -0.472 -1.191 -1.011 0.00
H -2.17692 -2.36096 1.89139 1.709 -0.037 0.346 0.00
H -0.59229 -3.33043 2.06476 -0.547 1.354 -0.238 0.00
H 1.17453 -3.18594 0.52991 -1.268 0.430 -1.182 0.00
H -0.21422 -4.09276 -0.21616 0.609 1.598 -0.319 0.00
H 0.74572 -2.79942 -1.23600 -0.618 -0.509 1.150 0.00
H -1.59260 -2.15102 -1.75166 -0.733 0.562 1.504 0.00
H -2.51253 -2.98996 -0.42711 0.603 1.548 -0.237 0.00
H -2.79868 0.15849 1.44346 0.850 -0.015 -1.453 0.00
H -2.83805 1.36767 0.08312 0.715 -1.490 0.449 0.00
H -1.09569 2.23076 1.85172 0.695 -1.252 0.049 0.00
H -0.53467 0.64798 2.67831 0.131 0.865 -1.091 0.00
H 0.65591 1.74487 1.73140 -1.571 -0.840 0.024 0.00
H -0.82231 1.36292 -1.78109 0.605 0.244 1.261 0.00
H -0.76635 2.69623 -0.49485 0.304 -1.526 -0.303 0.00
H 0.74527 1.72920 -0.79755 -1.715 -0.281 -0.057 0.00
O 2.78137 3.30260 0.60847 0.401 -0.178 -0.516 0.00
C 3.66712 2.60478 0.17348 -0.437 -0.117 0.371 0.00
O 4.13303 2.80690 -1.07306 -0.042 0.546 -0.137 0.00
C 5.30484 2.17675 -1.60763 0.032 -0.245 -0.110 0.00
C 4.97293 0.82203 -2.19830 -0.141 -0.176 0.067 0.00
C 4.19608 1.44394 0.96749 0.523 0.057 0.422 0.00
H 6.10003 2.12589 -0.86049 -0.119 -0.046 0.046 0.00
H 5.66933 2.83468 -2.40003 -0.214 0.105 0.162 0.00
H 4.59286 0.13515 -1.43918 0.108 0.022 -0.007 0.00
H 5.85747 0.37485 -2.65704 -0.041 0.043 0.019 0.00
H 4.19343 0.91780 -2.95803 0.121 0.070 0.013 0.00
H 3.56138 0.57266 0.79539 -0.005 0.043 0.000 0.00
H 4.16200 1.70898 2.02594 -0.245 -0.055 -0.145 0.00
H 5.23310 1.19694 0.74895 -0.076 -0.141 -0.161 0.00

---

2.
56
Properties=species:S:1:pos:R:3:forces:R:3:lowdin_charge:R:1 method="wB97M-V/def2-TZVPD" gap_ev=6.1 max_force_ev_per_a=4.3 charge=-2 lumo_ev=3.6 molar_mass_g_mol=584.674 e_homo_ev=-2.56
Ba -5.14155 -4.92165 -21.66542 0.161 0.373 1.106 2.12
C -9.21122 -5.80983 -27.90502 -0.287 0.652 0.305 -0.10
C -7.92063 -4.94164 -27.79791 -1.152 -1.099 -0.924 -0.21
C -6.88713 -5.79745 -27.09283 0.561 1.265 -1.072 -0.13
N -5.47875 -5.20018 -27.07160 -0.798 0.652 0.800 -0.24
C -4.70959 -6.18962 -26.24499 0.177 -0.676 0.431 -0.13
C -3.35568 -5.70177 -25.79351 -0.049 -0.999 -0.566 -0.14
C -3.37572 -4.35752 -25.11309 0.813 0.789 -0.864 -0.16
C -4.19611 -3.33775 -25.88873 0.226 0.471 -0.613 -0.14
C -5.55247 -3.85011 -26.35336 -0.077 -0.116 -0.025 -0.09
C -4.96015 -5.07040 -28.45298 0.368 -0.677 0.605 0.01
H -9.06208 -6.87691 -28.06992 0.420 0.062 -0.063 0.07
H -9.78513 -5.42379 -28.74877 -0.265 -0.088 0.105 0.06
H -9.80976 -5.73090 -26.99739 0.002 -0.003 -0.013 0.08
H -8.18839 -3.98928 -27.34644 0.252 -0.101 0.432 0.11
H -7.73248 -4.72148 -28.85231 0.751 0.070 0.078 0.09
H -6.73437 -6.70995 -27.66887 -0.302 -0.262 0.230 0.13
H -7.21930 -5.97991 -26.06644 0.254 -0.269 -0.320 0.08
H -5.29321 -6.46721 -25.36812 -0.154 0.747 -0.310 0.09
H -4.67698 -7.11978 -26.81920 0.318 0.150 -0.220 0.14
H -2.98248 -6.46543 -25.11173 0.128 0.197 -0.108 0.10
H -2.71473 -5.75676 -26.68395 0.317 0.536 0.171 0.12
H -3.66649 -4.35184 -24.08249 -0.310 -0.443 0.435 0.06
H -2.33955 -4.00883 -25.10260 -0.033 0.115 0.191 0.13
H -4.27792 -2.39710 -25.33810 -0.588 -0.307 0.444 0.12
H -3.64982 -2.95089 -26.76336 0.150 -0.546 -0.209 0.10
H -6.25060 -4.08757 -25.54949 0.306 0.557 0.100 0.11
H -5.99276 -3.15001 -27.06259 -0.107 -0.040 -0.031 0.12
H -4.93560 -6.10498 -28.79607 -0.015 0.205 -0.606 0.11
H -3.94642 -4.67892 -28.46243 0.010 0.045 0.224 0.10
H -5.59931 -4.42017 -29.03888 -0.134 -0.132 -0.022 0.09
O -6.81295 -1.06663 -22.15899 -0.081 -0.455 0.660 0.00
C -7.52316 -1.88827 -21.26234 -0.133 -0.329 0.445 -0.82
O -8.56449 -1.47157 -20.75496 0.022 0.389 -0.518 -0.04
O -6.95787 -3.00155 -21.05108 0.198 -0.228 -0.325 -0.24
H -5.95762 -1.53546 -22.11384 0.236 0.439 -0.549 0.04
O -4.57059 -8.62269 -24.31078 0.117 0.763 0.287 0.03
C -3.55769 -7.98188 -23.57892 0.893 0.147 0.953 -0.81
O -3.93852 -6.85981 -23.11501 -0.259 -0.140 -0.164 -0.23
O -2.45874 -8.50869 -23.46969 -0.230 -0.312 -0.478 0.01
H -5.19189 -7.88889 -24.15236 -0.706 -0.802 -0.313 0.06
O -7.49776 -6.41149 -22.49493 -0.042 0.155 -0.667 0.00
C -7.33155 -6.11862 -23.83756 -0.121 -0.030 -0.250 -0.79
O -6.48032 -5.24125 -24.11602 -0.369 -0.253 1.007 -0.16
O -8.01815 -6.77465 -24.64706 -0.226 -0.090 0.488 -0.02
H -8.21887 -7.05215 -22.52059 0.077 -0.103 0.385 0.11
O -2.20977 -1.28376 -21.25600 0.150 -0.085 0.386 0.08
C -2.87129 -2.40448 -21.64286 -3.095 -2.640 -1.519 -0.84
O -4.00747 -2.31881 -22.19476 0.000 2.145 -0.259 -0.16
O -2.45511 -3.56858 -21.48178 2.274 0.178 1.323 -0.11
H -1.62133 -1.59913 -20.55824 0.240 0.034 -0.187 0.10
O -5.35956 -6.99474 -17.44225 -0.611 0.246 -0.371 0.04
C -5.39016 -6.38687 -18.69000 1.361 1.037 -1.908 -0.87
O -4.82310 -6.92069 -19.66207 0.220 -1.552 0.336 -0.15
O -5.87098 -5.24356 -18.79732 -1.010 0.488 1.230 -0.12
H -5.92483 -6.37012 -16.96593 0.151 -0.129 0.319 0.08

---

3.
52
Properties=species:S:1:pos:R:3:forces:R:3:lowdin_charge:R:1 method="wB97M-V/def2-TZVPD" gap_ev=6.5 max_force_ev_per_a=5.1 charge=+1 lumo_ev=-5.2 molar_mass_g_mol=489.328 e_homo_ev=-11.72
C -1.42871 0.36100 4.53068 -0.725 0.372 -0.573 -0.16
C -1.01429 0.21916 2.96765 -1.657 -0.148 -0.016 -0.26
C -0.47291 -1.25320 2.63130 -0.609 0.425 1.081 -0.58
Br 0.73155 -1.76633 4.17108 -0.955 -0.003 -0.654 0.70
N 0.29803 -1.34916 1.33141 -1.070 0.563 -3.346 -0.13
C -0.18357 -1.04358 0.14000 -0.130 0.032 0.138 -0.14
N 0.63437 -1.21653 -1.08709 -1.846 -0.017 1.196 0.08
C 0.67388 0.03409 -1.90548 2.237 0.188 -0.273 -0.70
S 0.49161 -0.29608 -3.75782 -0.550 -0.490 0.267 0.84
C 2.12760 0.74995 -1.75323 -0.721 0.137 -0.369 -0.10
C 3.32882 -0.16117 -2.27709 1.873 -1.497 -0.488 -0.37
C 4.74591 0.56907 -2.58666 -1.561 0.197 0.090 -0.04
N 3.27023 -1.45360 -2.50394 -0.545 2.524 0.672 0.08
O -0.36951 0.91595 -1.44652 -0.430 -1.518 0.135 -0.06
C -1.62455 0.21902 -1.28315 -0.877 -0.365 -2.657 -0.26
N -2.71099 1.21598 -1.41257 0.726 0.267 2.194 0.06
C -2.25968 2.61867 -1.28675 1.217 3.738 -3.294 -0.34
C -1.74071 3.35162 0.02668 -0.662 0.137 0.801 -0.01
O -2.24603 3.29922 -2.35009 -0.272 -2.887 4.169 0.09
C -3.91784 0.89559 -0.62457 -4.114 -2.201 -1.379 -0.34
C -4.18102 1.20623 0.91409 -0.283 0.129 0.025 -0.01
O -4.85076 0.30991 -1.24441 3.848 2.117 2.365 0.08
N -1.60562 -0.56099 -0.00324 2.928 0.867 0.693 0.05
F -2.30589 -1.75127 -0.15424 -0.276 -0.305 -0.362 0.03
P 2.01297 -1.97955 1.43098 3.470 -0.839 1.197 0.93
C 2.15757 -3.57365 0.39413 -0.328 0.281 -1.936 -0.26
O 3.09869 -0.82080 0.74766 -1.326 -1.965 -0.075 -0.32
H -1.84104 -0.64003 4.91288 0.844 1.526 -0.439 0.08
H -2.31522 1.09958 4.59490 1.495 -1.055 -0.176 0.09
H -0.58758 0.77179 5.17590 -1.107 -0.844 -0.848 0.07
H -0.34365 1.06409 2.59815 -0.510 -1.372 0.618 0.12
H -2.00945 0.33083 2.39041 1.739 -0.256 0.760 0.07
H -1.31058 -2.04544 2.61536 1.389 1.377 -0.036 0.14
H 0.12756 -1.91959 -1.67097 0.504 0.336 0.670 0.14
H 1.16172 -1.49227 -3.98607 -0.351 0.989 0.845 -0.09
H 2.23854 1.09645 -0.66972 0.236 -0.626 -1.460 0.12
H 2.12751 1.68859 -2.42796 -0.140 -1.465 1.121 0.14
H 4.51404 1.32428 -3.42694 0.697 -0.931 1.434 0.10
H 5.53059 -0.18280 -2.94811 -1.300 1.058 0.579 0.09
H 5.09893 1.07680 -1.62976 -0.350 -0.399 -1.425 0.09
H 4.17032 -1.80669 -2.86995 -0.530 0.450 0.246 0.06
H -1.79495 -0.55757 -2.12704 0.416 1.158 1.183 0.17
H -2.64377 3.83609 0.56537 1.288 -0.843 -0.925 0.10
H -1.03537 4.22902 -0.20493 -1.104 -1.610 -0.092 0.11
H -1.25090 2.66881 0.79909 -0.629 0.695 -1.180 0.06
H -5.11877 1.87571 0.99435 1.570 -0.982 -0.289 0.11
H -4.48169 0.21811 1.43037 0.631 1.481 -0.970 0.11
H -3.31946 1.69715 1.47013 -1.134 -0.667 -0.855 0.05
H 1.19958 -4.19263 0.41169 1.204 0.853 0.182 0.06
H 2.36262 -3.28407 -0.69862 -0.354 -0.435 1.406 0.03
H 3.03010 -4.23310 0.72467 -1.223 1.194 0.084 0.07
H 3.83180 -1.36266 0.36803 -0.647 0.630 -0.030 0.06

---

4.
55
Properties=species:S:1:pos:R:3:forces:R:3:lowdin_charge:R:1 method="wB97M-V/def2-TZVPD" gap_ev=7.5 max_force_ev_per_a=0.9 charge=+1 lumo_ev=-3.6 molar_mass_g_mol=548.402 e_homo_ev=-11.11
C 3.84443 -1.79627 0.40898 -0.187 0.166 -0.108 0.03
C 3.75267 -0.75084 -0.66283 -0.020 -0.224 -0.389 -0.51
O 4.34936 -0.75878 -1.70385 0.052 0.189 0.238 0.13
O 2.86235 0.23494 -0.34819 0.369 0.116 0.370 -0.02
C 3.05520 1.46961 -1.04043 -0.330 0.108 -0.345 -0.16
C 2.06864 2.45827 -0.43092 0.089 -0.156 -0.075 -0.13
C 0.74929 2.38388 -1.20008 0.287 0.463 -0.138 -0.16
N -0.48305 2.82448 -0.45172 -0.684 -0.562 0.023 -0.32
C -1.23785 1.63045 0.15301 0.535 -0.128 -0.116 -0.24
C -0.33564 0.54835 0.73187 -0.022 0.040 0.274 -0.22
C -1.05539 -0.40546 1.72008 0.362 0.118 -0.513 -0.42
S -2.87250 -0.38705 1.74558 -0.071 -0.013 0.086 0.89
C -3.33391 -1.79142 0.73209 0.221 -0.151 0.096 -1.06
S -3.92822 -3.12777 1.38822 -0.167 0.055 -0.038 0.79
N -3.24399 -1.63313 -0.67332 -0.119 0.085 0.195 -0.15
C -4.28829 -1.75644 -1.56397 -0.177 -0.153 -0.344 -0.07
C -3.74940 -1.53454 -2.79079 0.029 0.056 -0.142 -0.13
N -2.40079 -1.28651 -2.69072 0.119 0.024 0.009 0.07
C -2.13348 -1.34846 -1.41853 -0.067 0.191 -0.003 -0.19
C -0.24645 3.89871 0.54851 0.128 0.316 0.412 -0.26
O 0.13028 3.31356 1.76416 -0.120 -0.363 -0.184 -0.13
N -0.11655 4.27906 2.89623 -0.409 0.354 0.038 0.06
O -0.60156 3.72858 3.76709 0.345 -0.094 0.095 0.16
P -1.58789 3.68882 -1.74483 0.217 0.130 -0.182 0.64
O -1.52284 2.50661 -2.83526 -0.056 0.253 0.043 -0.32
Br -3.58708 3.37525 -0.92304 0.037 0.071 0.035 0.49
H 4.81118 -2.28427 0.33659 -0.017 -0.056 -0.011 0.10
H 3.04846 -2.52444 0.24559 0.022 -0.034 0.056 0.08
H 3.69762 -1.34488 1.38670 0.005 -0.061 0.048 0.09
H 2.86492 1.32399 -2.10681 0.066 0.020 -0.037 0.13
H 4.07893 1.83011 -0.95261 0.075 -0.198 0.193 0.14
H 2.48868 3.46270 -0.48494 -0.066 0.034 -0.025 0.13
H 1.95010 2.21028 0.61933 0.021 0.039 0.027 0.11
H 0.84672 3.04110 -2.06908 -0.017 0.037 0.001 0.11
H 0.56695 1.39062 -1.59986 -0.143 -0.043 0.168 0.13
H -1.80923 1.20478 -0.67031 -0.154 0.038 0.052 0.07
H -1.91908 2.03525 0.89233 -0.010 0.007 0.014 0.07
H 0.10435 -0.04711 -0.06317 0.056 0.048 -0.098 0.09
H 0.49806 0.99808 1.26017 -0.015 -0.051 0.097 0.10
H -0.73551 -0.16761 2.73252 -0.248 0.018 0.084 0.09
H -0.70365 -1.41873 1.52394 -0.173 0.044 0.221 0.04
H -5.30083 -1.97461 -1.27466 0.081 -0.043 0.212 0.12
H -4.24205 -1.53793 -3.74819 -0.060 -0.001 0.030 0.10
H -1.17016 -1.21438 -0.96891 0.170 -0.122 0.078 0.11
H -1.19130 4.44052 0.67232 -0.035 -0.041 -0.021 0.10
H 0.49843 4.60471 0.17674 0.077 -0.132 -0.189 0.14
H -1.16321 2.86401 -3.66100 -0.074 -0.282 -0.148 0.08
C 0.94622 -4.09293 1.58542 -0.064 -0.067 0.065 -0.66
O 0.60824 -2.91636 1.68725 0.137 -0.090 -0.130 0.00
N 0.25038 -4.98361 0.82865 0.020 0.040 -0.021 0.17
N 2.04228 -4.58185 2.22699 0.030 0.037 -0.071 0.17
H 0.50767 -5.94803 0.73458 0.004 -0.006 0.013 0.10
H -0.56414 -4.64963 0.34778 -0.010 -0.009 0.004 0.10
H 2.56473 -3.94579 2.79962 -0.022 -0.008 0.039 0.11
H 2.33792 -5.53788 2.16567 -0.019 -0.011 0.010 0.10